#w
ORCA calculation (wB97M-V/def2-TZVPD) on a cluster of 4 separate species, C3H13NO3 in total.

Last columns: bonded neighbours and bond lengths (Å).
Atoms and positions in Å:
1 C 1.0474 1.8377 0.4315  C2 1.332, H5 1.095, H6 1.089
2 C 2.1397 1.4530 1.0886  C1 1.332, C3 1.479, N4 1.414
3 C 3.3392 1.0173 0.3409  C2 1.479, H7 1.095, H8 1.117, H9 1.101
4 N 2.1627 1.4522 2.5025  C2 1.414, H10 1.002, H11 0.999
5 H 0.0919 2.0959 0.8990  C1 1.095
6 H 0.9939 2.0429 -0.6364  C1 1.089
7 H 3.4174 1.6294 -0.5639  C3 1.095
8 H 3.3237 -0.0419 -0.0129  C3 1.117
9 H 4.3312 1.0708 0.8152  C3 1.101
10 H 2.9577 0.9510 2.8500  N4 1.002
11 H 1.6130 2.0377 3.0963  N4 0.999
12 O -0.2537 -0.5060 -2.5278  H13 0.973, H14 0.981
13 H 0.0908 -1.3916 -2.3199  O12 0.973
14 H 0.5455 -0.2580 -3.0408  O12 0.981
15 O -3.6681 -4.6952 1.5953  H16 0.964, H17 0.956
16 H -4.5953 -4.4372 1.5432  O15 0.964
17 H -3.2905 -4.6262 0.7199  O15 0.956
18 O -3.3325 0.5630 -2.5260  H19 0.964, H20 0.971
19 H -3.3560 1.5260 -2.5555  O18 0.964
20 H -2.4614 0.4873 -2.1028  O18 0.971

The SMILES is C=C(C)N.O.O.O. The value obtained for the gap between HOMO and LUMO is 8.55 eV. As for the charge: 0.

#x
ORCA calculation (wB97M-V/def2-TZVPD) on a cluster of 3 separate species, C3H13NO3 in total.

Last columns: bonded neighbours and bond lengths (Å).
Atoms and positions in Å:
1 C 1.1315 0.8393 -2.2533  C2 1.583, H6 1.089, H7 1.087, H8 1.092
2 C 0.3992 1.2110 -0.9001  C1 1.583, N3 1.487, C4 1.487, H9 1.089
3 N 1.1020 2.3567 -0.2648  C2 1.487, H10 1.009, H11 1.012
4 C 0.2983 0.0652 0.0427  C2 1.487, O5 1.465, H12 1.096, H13 1.089
5 O -0.8864 0.1800 0.8970  C4 1.465, H14 0.963
6 H 0.5358 1.2751 -3.0543  C1 1.089
7 H 2.1286 1.2723 -2.2345  C1 1.087
8 H 1.2187 -0.2285 -2.4648  C1 1.092
9 H -0.5377 1.6772 -1.2005  C2 1.089
10 H 1.4303 2.9782 -0.9883  N3 1.009
11 H 1.9402 2.0158 0.1890  N3 1.012
12 H 0.0010 -0.8674 -0.4510  C4 1.096
13 H 1.1628 -0.2133 0.6427  C4 1.089
14 H -0.9360 1.0804 1.2364  O5 0.963
15 O -2.6035 -2.6285 1.1679  H16 0.961, H17 0.951
16 H -1.9462 -2.7980 0.4879  O15 0.961
17 H -2.9285 -1.7430 1.0452  O15 0.951
18 O -0.1980 -2.4040 2.7127  H19 0.951, H20 0.938
19 H -1.0916 -2.5413 3.0089  O18 0.951
20 H -0.2207 -1.5272 2.3811  O18 0.938

The SMILES is C[C@H](N)CO.O.O. The value obtained for the gap between HOMO and LUMO is 10.52 eV. As for the charge: 0.

Which one sits at the bottom of the stability order? #w does.

#w
ORCA calculation (wB97M-V/def2-TZVPD) on a cluster of 4 separate species, C3H13NO3 in total.

Last columns: bonded neighbours and bond lengths (Å).
Atoms and positions in Å:
1 C -0.1302 1.5732 2.7864  C2 1.515, H5 1.085, H6 1.083, H7 1.095
2 C -0.8879 0.9536 1.6298  C1 1.515, C3 1.332, H8 1.084
3 C -1.7754 1.6525 0.9247  C2 1.332, N4 1.387, H9 1.086
4 N -2.3193 1.2355 -0.2812  C3 1.387, H10 0.999, H11 1.001
5 H -0.8190 2.0302 3.4897  C1 1.085
6 H 0.4674 0.8471 3.3245  C1 1.083
7 H 0.5778 2.3407 2.4577  C1 1.095
8 H -0.4783 0.0171 1.2681  C2 1.084
9 H -2.1776 2.5842 1.3101  C3 1.086
10 H -2.8537 1.8189 -0.8916  N4 0.999
11 H -1.8664 0.4157 -0.6357  N4 1.001
12 O 0.2112 -0.4720 -2.0378  H13 0.973, H14 0.970
13 H 1.1464 -0.2558 -1.8774  O12 0.973
14 H -0.2152 0.2660 -1.5748  O12 0.970
15 O 0.8683 -3.4075 -0.8423  H16 0.962, H17 0.965
16 H 0.4930 -3.3339 -1.7255  O15 0.962
17 H 0.6133 -2.5855 -0.4054  O15 0.965
18 O 2.9993 -0.5802 -1.2701  H19 0.965, H20 0.965
19 H 3.3435 -0.9679 -0.4556  O18 0.965
20 H 2.8141 -1.3297 -1.8485  O18 0.965

The SMILES is C/C=C/N.O.O.O. The value obtained for the gap between HOMO and LUMO is 8.54 eV. As for the charge: 0.

#x
ORCA calculation (wB97M-V/def2-TZVPD) on a cluster of 4 separate species, C3H13NO3 in total.

Last columns: bonded neighbours and bond lengths (Å).
Atoms and positions in Å:
1 C -3.0942 1.0339 0.3424  C2 1.500, H5 1.093, H6 1.136, H7 1.153
2 C -1.8165 1.8185 0.3871  C1 1.500, C3 1.383, H8 1.100
3 C -0.5976 1.2029 0.1702  C2 1.383, N4 1.450, H9 1.160
4 N 0.6159 1.9963 0.1509  C3 1.450, H10 1.026, H11 1.097
5 H -3.1178 0.1832 -0.3433  C1 1.093
6 H -3.6464 0.5554 1.2123  C1 1.136
7 H -3.8921 1.7941 0.0031  C1 1.153
8 H -1.7547 2.8901 0.6282  C2 1.100
9 H -0.5035 0.1226 0.5812  C3 1.160
10 H 1.5156 1.7561 -0.2794  N4 1.026
11 H 0.8512 2.6802 0.9752  N4 1.097
12 O 3.9595 0.8124 0.5568  H13 1.023, H14 1.021
13 H 3.7118 0.4545 1.4823  O12 1.023
14 H 3.9772 -0.0739 0.0495  O12 1.021
15 O 0.4499 -3.8316 -2.0078  H16 0.990, H17 1.057
16 H -0.3241 -3.2534 -2.2229  O15 0.990
17 H 0.3033 -4.5863 -2.7338  O15 1.057
18 O 0.8117 -1.8388 0.6371  H19 1.014, H20 0.923
19 H 0.9022 -2.2643 -0.2793  O18 1.014
20 H 1.6486 -1.4520 0.6903  O18 0.923

The SMILES is C/C=C/N.O.O.O. The value obtained for the gap between HOMO and LUMO is 8.15 eV. As for the charge: 0.

Which one sits at the bottom of the stability order? #x does.

#w
ORCA calculation (wB97M-V/def2-TZVPD) on a cluster of 4 separate species, C3H13NO3 in total.

Last columns: bonded neighbours and bond lengths (Å).
Atoms and positions in Å:
1 C -2.4186 -1.3462 0.8371  C2 1.337, H5 1.098, H6 1.091
2 C -1.9401 -0.7367 -0.2527  C1 1.337, C3 1.527, N4 1.437
3 C -0.7153 0.1715 -0.1777  C2 1.527, H7 1.104, H8 1.097, H9 1.098
4 N -2.1016 -1.2035 -1.6023  C2 1.437, H10 1.014, H11 1.013
5 H -3.5009 -1.4718 0.9741  C1 1.098
6 H -1.9449 -1.6024 1.7861  C1 1.091
7 H 0.1124 -0.3662 -0.6734  C3 1.104
8 H -0.2854 0.3802 0.8100  C3 1.097
9 H -0.8589 1.1273 -0.6983  C3 1.098
10 H -2.5985 -0.7443 -2.3581  N4 1.014
11 H -1.1755 -1.2533 -2.0094  N4 1.013
12 O 2.5597 1.5034 -1.8830  H13 0.968, H14 0.961
13 H 2.8579 0.5916 -1.7562  O12 0.968
14 H 1.6180 1.3964 -1.7217  O12 0.961
15 O 2.7528 -4.2077 3.7675  H16 0.974, H17 0.959
16 H 1.9017 -4.4668 4.1642  O15 0.974
17 H 3.2138 -4.9854 4.0863  O15 0.959
18 O 1.1026 5.8487 -0.9113  H19 0.958, H20 0.959
19 H 1.2041 5.5905 -1.8284  O18 0.958
20 H 0.2169 5.7748 -0.5525  O18 0.959

The SMILES is C=C(C)N.O.O.O. The value obtained for the gap between HOMO and LUMO is 9.12 eV. As for the charge: 0.

#x
ORCA calculation (wB97M-V/def2-TZVPD) on a cluster of 4 separate species, C3H13NO3 in total.

Last columns: bonded neighbours and bond lengths (Å).
Atoms and positions in Å:
1 C -0.3666 -0.4373 -0.6145  C2 1.367, H5 1.072, H6 1.071
2 C 0.3384 -0.0657 0.4962  C1 1.367, C3 1.526, N4 1.452
3 C 1.2577 -0.8819 1.3999  C2 1.526, H7 1.086, H8 1.115, H9 1.101
4 N 0.3850 1.3369 0.8698  C2 1.452, H10 1.016, H11 1.023
5 H -1.4249 -0.2794 -0.5582  C1 1.072
6 H 0.0352 -1.0574 -1.3901  C1 1.071
7 H 0.7451 -1.6749 1.9367  C3 1.086
8 H 1.6596 -0.1731 2.1614  C3 1.115
9 H 2.1206 -1.2858 0.8473  C3 1.101
10 H 0.7748 1.3734 1.8074  N4 1.016
11 H -0.5652 1.7119 0.8095  N4 1.023
12 O -1.6733 2.8637 -0.5552  H13 0.966, H14 0.977
13 H -2.3244 2.8165 -1.2674  O12 0.966
14 H -0.8691 2.6773 -1.0780  O12 0.977
15 O -3.3894 -0.8363 0.7749  H16 0.963, H17 0.964
16 H -3.0457 -0.1680 0.1732  O15 0.963
17 H -3.4187 -1.6060 0.1947  O15 0.964
18 O 2.9437 -1.2537 -2.1386  H19 0.961, H20 0.961
19 H 3.5413 -1.8223 -2.6324  O18 0.961
20 H 3.2759 -1.2380 -1.2368  O18 0.961

The SMILES is C=C(C)N.O.O.O. The value obtained for the gap between HOMO and LUMO is 8.18 eV. As for the charge: 0.

Which one sits at the bottom of the stability order? #w does.

#w
ORCA calculation (wB97M-V/def2-TZVPD) on a cluster of 2 separate species, C3H9NO2 in total.

Last columns: bonded neighbours and bond lengths (Å).
Atoms and positions in Å:
1 C 1.2226 -1.1020 0.6616  C2 1.503, H6 1.093, H7 1.080, H8 1.099
2 C -0.0138 -0.4272 0.1360  C1 1.503, N3 1.324, O5 1.245
3 N -0.7299 0.3704 0.9126  C2 1.324, C4 1.477, H9 1.012
4 C -0.2746 0.8705 2.2252  N3 1.477, H10 1.093, H11 1.093, H12 1.101
5 O -0.3044 -0.6098 -1.0603  C2 1.245
6 H 1.6626 -1.7620 -0.0901  C1 1.093
7 H 1.9935 -0.3802 0.8896  C1 1.080
8 H 0.9069 -1.7613 1.4820  C1 1.099
9 H -1.3994 1.0013 0.4908  N3 1.012
10 H 0.3748 1.7382 2.0843  C4 1.093
11 H 0.3223 0.1365 2.7718  C4 1.093
12 H -1.1472 0.8691 2.8965  C4 1.101
13 H -1.4657 0.7934 -4.7508  O15 0.976
14 H -0.6082 -0.2818 -4.0813  O15 0.962
15 O -0.5394 0.5449 -4.5680  H13 0.976, H14 0.962

Its expectation value of S² is 0.7549. The value obtained for the gap between HOMO and LUMO (spin up / spin down) is 9.98 / 5.11 eV. As for the charge: +1. The spin multiplicity is 2.

#x
ORCA calculation (wB97M-V/def2-TZVPD) on a cluster of 2 separate species, C3H9NO2 in total.

Last columns: bonded neighbours and bond lengths (Å).
Atoms and positions in Å:
1 C 1.7556 -0.1686 -0.7312  N2 1.432, H6 1.099, H7 1.082, H8 1.095
2 N 2.6040 -1.1221 -1.3813  C1 1.432, H3 1.021, H4 1.028
3 H 2.8793 -1.9822 -0.9049  N2 1.021
4 H 2.1229 -1.4179 -2.2397  N2 1.028
5 H -1.2847 -1.3462 -0.2409  O11 0.946
6 H 1.6769 0.7241 -1.3665  C1 1.099
7 H 2.2796 0.3317 0.0731  C1 1.082
8 H 0.7352 -0.5411 -0.5937  C1 1.095
9 C -1.6541 1.4505 1.2089  C10 1.519, H13 1.073, H14 1.101, H15 1.079
10 C -1.9439 -0.0252 0.9945  C9 1.519, O11 1.394, O12 1.186
11 O -1.2928 -0.4022 -0.1792  H5 0.946, C10 1.394
12 O -2.6539 -0.7973 1.5476  C10 1.186
13 H -1.7214 1.6117 2.2681  C9 1.073
14 H -2.6484 1.8450 0.9466  C9 1.101
15 H -0.8543 1.8396 0.5986  C9 1.079

Its expectation value of S² is 0.7542. The value obtained for the gap between HOMO and LUMO (spin up / spin down) is 10.06 / 4.57 eV. As for the charge: +1. The spin multiplicity is 2.

#y
ORCA calculation (wB97M-V/def2-TZVPD) on a cluster of 2 separate species, C3H9NO2 in total.

Last columns: bonded neighbours and bond lengths (Å).
Atoms and positions in Å:
1 C -1.6129 -2.5322 -0.8401  C2 1.461, H5 1.089, H6 1.151, H7 1.134
2 C -0.9276 -1.2442 -0.9207  C1 1.461, O3 1.493, O4 1.222
3 O -1.3685 -0.2503 0.1017  C2 1.493, H12 0.953
4 O 0.1164 -0.8340 -1.4048  C2 1.222
5 H -1.8299 -2.8621 0.1743  C1 1.089
6 H -0.9984 -3.4074 -1.2645  C1 1.151
7 H -2.5067 -2.5339 -1.5385  C1 1.134
8 C 1.7938 1.6662 1.0974  N9 1.440, H13 1.169, H14 1.150, H15 1.138
9 N 0.7285 2.1162 0.2387  C8 1.440, H10 1.052, H11 0.900
10 H 0.7333 3.1662 0.3082  N9 1.052
11 H 0.5313 1.6292 -0.4919  N9 0.900
12 H -0.9220 0.5834 0.2203  O3 0.953
13 H 2.4101 0.7279 0.7706  C8 1.169
14 H 1.3256 1.3185 2.0881  C8 1.150
15 H 2.5270 2.4565 1.4612  C8 1.138

Its expectation value of S² is 0.7546. The value obtained for the gap between HOMO and LUMO (spin up / spin down) is 10.30 / 4.82 eV. As for the charge: +1. The spin multiplicity is 2.

Which one sits at the bottom of the stability order? #y does.